No. 1
ORCA calculation (the ωB97M-V functional and the def2-TZVPD basis) on CO3V as an isolated structure.

Geometry as XYZ:
```
5
Properties=species:S:1:pos:R:3:nbo_charge:R:1
O 0.627 -0.009 -0.259 -0.63
C 0.990 0.625 -1.173 1.10
O 1.474 1.220 -2.025 -0.41
O -2.090 -0.623 1.806 -0.90
V -0.505 -0.780 1.122 0.84
```

Values from the calculation:
* Kohn-Sham gap (alpha / beta): 6.297 / 8.685 eV
* multiplicity: 4
* HOMO energy (alpha / beta): -6.82 / -9.52 eV
* <S²>: 3.83

=====

No. 2
ORCA calculation (the ωB97M-V functional and the def2-TZVPD basis) on an isolated ion of composition CO4P and charge -1.

Geometry as XYZ:
```
6
Properties=species:S:1:pos:R:3:nbo_charge:R:1
O 2.320 0.982 0.263 -1.11
P 1.530 0.052 -0.574 1.44
O 0.341 -1.259 0.294 -0.79
C -0.612 -0.301 0.065 0.93
O -1.853 -0.498 0.231 -0.73
O -0.125 0.790 -0.361 -0.74
```

Values from the calculation:
* energy relative to the best compared isomer or geometry (same formula, charge and spin): 45.2 kJ/mol
* Kohn-Sham gap: 9.515 eV
* net charge: -1
* SMILES: O=[P@]12O[C@@]1([O-])O2
* HOMO energy: -5.07 eV

=====

No. 3
ORCA calculation (the ωB97M-V functional and the def2-TZVPD basis) on one molecule with the formula CO4S.

Geometry as XYZ:
```
6
Properties=species:S:1:pos:R:3:nbo_charge:R:1
C 0.355 1.168 0.136 1.00
O -0.519 -0.157 -0.643 -0.81
O -0.227 2.156 -0.174 -0.56
O -0.504 -2.168 0.715 -0.76
O 1.331 0.648 0.557 -0.58
S -0.436 -1.646 -0.591 1.71
```

Values from the calculation:
* energy relative to the best compared isomer or geometry (same formula, charge and spin): 151.0 kJ/mol
* Kohn-Sham gap: 8.797 eV
* HOMO energy: -11.41 eV

=====

Q: Which maximum force values were calculated for the entries above? A: 6.1; 6.6; 4.9, in eV/A.